(1)
The following is a quantum chemistry calculation of 2 unconnected molecules or ions with the total composition CH4N3O3 at a distorted geometry, from the Open Molecules 2025 dataset.

Each line ends with the Löwdin charge.
Cartesian coordinates (Å):
C  0.5883  -0.1121  0.1163  -0.66
N  1.1539  1.0792  0.0037  0.17
N  1.3880  -1.1865  0.0035  0.20
N  -2.7415  0.1090  -0.2087  -0.13
O  -3.0814  -0.2594  0.7684  0.45
O  -2.5503  0.5565  -1.1770  0.46
O  -0.6161  -0.1597  0.4091  -0.03
H  2.1525  1.3760  -0.0642  0.15
H  0.3775  1.7432  0.2911  0.15
H  2.3274  -1.0304  -0.2602  0.11
H  1.0017  -2.1159  0.1181  0.13

Properties
Charge ... +1
HOMO energy ... -14.253 eV
LUMO energy ... -6.03 eV
Total energy ... -11703.435 eV
Orbital gap ... 8.219 eV

(2)
The following is a quantum chemistry calculation of a single C3H5FN2OS molecule at a distorted geometry, from the Open Molecules 2025 dataset.

Each line ends with the Löwdin charge.
Cartesian coordinates (Å):
F  -1.7623  1.3975  1.9951  -0.04
C  -2.0241  0.6889  0.8362  -0.15
C  -0.7538  0.0519  0.2586  -0.40
N  -0.8227  -1.1980  -0.1375  0.10
O  0.2948  -1.7935  -0.7479  -0.21
C  1.5834  -1.2323  -0.5452  -0.54
S  1.5433  0.4433  -0.9964  0.93
N  0.2779  0.9636  0.0653  -0.29
H  -2.4745  1.3439  0.0003  0.15
H  -2.6397  -0.1621  1.0494  0.10
H  1.9447  -1.5510  0.4546  0.10
H  2.2491  -1.8009  -1.2626  0.11
H  0.7116  1.4365  0.9362  0.14

Properties
Charge ... 0
SMILES ... FCC1=NOCSN1
HOMO energy ... -9.157 eV
LUMO energy ... 0.67 eV
Total energy ... -21769.481 eV
Orbital gap ... 9.826 eV

(3)
The following is a quantum chemistry calculation of a molecular structure, C49H45CeN6O5Te at a distorted geometry, from the Open Molecules 2025 dataset.

Each line ends with the Löwdin charge.
Cartesian coordinates (Å):
Ce  -0.1993  0.1532  -0.2574  1.38
C  -0.8795  -6.1923  -4.1036  -0.02
C  -0.6594  -5.1306  -3.0832  -0.21
C  -0.1476  -5.4179  -1.8171  0.08
C  0.0801  -4.4343  -0.8730  -0.05
C  0.5124  -4.8197  0.5083  -0.31
O  -0.1468  -5.6157  1.1392  0.15
C  1.7344  -4.1897  1.0404  -0.14
C  2.5824  -3.3931  0.2697  -0.03
C  3.7163  -2.8429  0.8390  -0.08
C  4.0242  -3.0916  2.1687  -0.06
C  3.2015  -3.9086  2.9298  -0.05
C  2.0626  -4.4534  2.3715  0.01
C  -0.2086  -3.0732  -1.1483  -0.29
O  -0.0524  -2.1153  -0.2862  -0.16
C  -0.8000  -2.8102  -2.4332  -0.12
C  -1.0177  -3.8087  -3.3558  0.04
C  -1.2744  -1.4172  -2.5468  -0.23
N  -0.4733  -0.3993  -2.6382  -0.07
C  0.9113  -0.6949  -3.0435  -0.32
C  0.9425  -1.0817  -4.5136  -0.41
Te  -0.2354  0.3655  -5.6308  1.35
C  0.8711  1.9178  -4.6526  -0.54
C  2.1925  2.1626  -4.9921  -0.11
C  2.9272  3.0869  -4.2685  -0.05
C  2.3398  3.7747  -3.2198  -0.08
C  1.0147  3.5350  -2.8905  -0.11
C  0.2818  2.5990  -3.5988  -0.17
C  -2.7147  -1.2191  -2.3119  -0.15
C  -3.4063  -0.1144  -2.8184  -0.01
C  -4.7624  0.0241  -2.5767  -0.04
C  -5.4457  -0.9265  -1.8336  -0.03
C  -4.7735  -2.0341  -1.3421  -0.03
C  -3.4238  -2.1924  -1.5911  -0.02
H  -0.4410  -7.1347  -3.7919  0.09
H  -0.4527  -5.9017  -5.0619  0.10
H  -1.9463  -6.3448  -4.2700  0.10
H  0.0795  -6.4417  -1.5585  0.15
H  2.3758  -3.2265  -0.7784  0.11
H  4.3787  -2.2301  0.2448  0.11
H  4.9161  -2.6629  2.6017  0.12
H  3.4595  -4.1297  3.9529  0.12
H  1.4153  -5.1037  2.9410  0.13
H  -1.4768  -3.5612  -4.3036  0.15
H  1.3692  -1.4834  -2.4226  0.13
H  1.4954  0.2270  -2.9348  0.08
H  0.5047  -2.0582  -4.6939  0.04
H  1.9650  -1.0646  -4.8817  0.07
H  2.6486  1.6362  -5.8191  0.11
H  3.9570  3.2778  -4.5254  0.12
H  2.9129  4.5023  -2.6677  0.11
H  0.5463  4.0951  -2.0943  0.07
H  -0.7594  2.4066  -3.3690  0.07
H  -2.8847  0.5990  -3.4426  0.10
H  -5.2993  0.8724  -2.9697  0.12
H  -6.5044  -0.8271  -1.6579  0.13
H  -5.3068  -2.7901  -0.7862  0.13
H  -2.9183  -3.0849  -1.2449  0.14
O  3.7780  0.3460  1.6076  0.19
C  2.5935  0.1965  1.4781  -0.47
O  1.9881  -0.0375  0.3178  -0.21
C  1.6275  0.3748  2.6244  -0.15
C  2.1324  0.5521  3.9081  0.06
C  1.2451  0.8305  4.9371  0.02
C  -0.1063  0.9193  4.6360  0.01
C  -0.5188  0.7189  3.3256  -0.09
N  0.3201  0.4454  2.3242  0.03
H  3.1969  0.4773  4.0688  0.14
H  1.6041  0.9789  5.9448  0.14
H  -0.8336  1.1380  5.4036  0.13
H  -1.5688  0.7993  3.0590  0.12
N  -2.2734  -0.9207  1.0323  0.06
C  -3.5113  -0.1941  1.0761  -0.24
C  -4.5875  -0.6127  1.8190  0.01
C  -5.8168  0.0599  1.7675  -0.02
C  -5.9729  1.1542  0.9629  0.01
C  -4.8789  1.6518  0.2250  -0.14
C  -4.9783  2.7886  -0.6031  0.04
C  -3.8630  3.2262  -1.2669  -0.01
C  -2.6581  2.5357  -1.1013  -0.13
N  -2.5185  1.4429  -0.3708  0.03
C  -3.6221  0.9835  0.2876  -0.16
H  -2.1628  -1.4795  1.8832  0.14
H  -2.3475  -1.6113  0.2718  0.07
H  -4.4924  -1.4856  2.4467  0.13
H  -6.6405  -0.3055  2.3594  0.13
H  -6.9275  1.6512  0.8862  0.13
H  -5.9242  3.2985  -0.7063  0.14
H  -3.8969  4.0820  -1.9204  0.13
H  -1.7643  2.8943  -1.5968  0.09
O  3.3041  1.7503  -0.6765  0.28
N  2.3982  1.0810  -0.9518  0.24
C  -1.0240  5.5432  0.5414  0.00
C  0.3485  4.9704  0.9445  -0.57
C  0.5047  4.9300  2.4744  0.00
C  1.4911  5.7772  0.3133  0.00
C  0.3564  3.6108  0.4935  -0.07
N  0.2588  2.5116  0.1610  0.14
H  -1.1206  6.5489  0.9421  0.11
H  -1.8320  4.9293  0.9365  0.09
H  -1.1188  5.5938  -0.5413  0.09
H  0.4139  5.9395  2.8660  0.11
H  1.4825  4.5386  2.7477  0.10
H  -0.2620  4.3068  2.9308  0.09
H  1.4325  6.8026  0.6699  0.11
H  1.4216  5.7880  -0.7716  0.08
H  2.4581  5.3687  0.5973  0.10

Properties
Charge ... +3
HOMO energy ... -14.693 eV
LUMO energy ... -10.89 eV
Total energy ... -90918.614 eV
Orbital gap ... 3.800 eV

(4)
The following is a quantum chemistry calculation of 2 unconnected molecules or ions with the total composition C3H10N2O, from the Open Molecules 2025 dataset.

Each line ends with the Löwdin charge.
Cartesian coordinates (Å):
C  0.5136  0.9862  -1.7516  -0.07
N  0.6049  1.4594  -0.3657  -0.01
C  0.9142  0.5488  0.5522  -0.29
N  0.6926  0.8671  1.8708  0.10
H  0.3812  1.8466  -2.4057  0.08
H  -0.3432  0.3215  -1.8452  0.08
H  1.4127  0.4425  -2.0325  0.09
H  -0.1227  2.1060  -0.0966  0.14
H  1.6080  -0.2394  0.3164  0.14
H  -0.3137  0.9315  2.0009  0.11
H  1.0030  0.0682  2.4153  0.10
C  -1.2885  -1.8948  0.2638  -0.27
O  -0.4066  -0.8204  0.2308  -0.36
H  -2.3145  -1.5655  0.0408  0.05
H  -1.0310  -2.6893  -0.4545  0.05
H  -1.3101  -2.3685  1.2609  0.05

Properties
Charge ... 0
HOMO energy ... -7.634 eV
LUMO energy ... 0.94 eV
Total energy ... -8298.474 eV
Orbital gap ... 8.571 eV